Record 1
The following is a DFT calculation (ωB97M-V/def2-TZVPD) of a molecular structure, C35H38FHgN3O3Si at a distorted geometry.

relative energy (zero: lowest compared OMol25 entry of this formula, charge and spin)	0.00	kcal/mol
frontier orbital gap	2.031	eV
2S+1	1
E	-2289.01820	hartree
HOMO	-4.020	eV

XYZ file:
```
82
Properties=species:S:1:pos:R:3:lowdin_charge:R:1
C 0.584 2.916 -0.140 -0.23
C 1.024 3.020 -1.495 -0.22
C -0.136 3.119 -2.324 -0.24
H 2.058 3.040 -1.841 0.05
C -1.289 3.081 -1.482 -0.22
C -0.840 2.951 -0.132 -0.24
H -1.468 2.891 0.752 0.04
H 1.215 2.827 0.743 0.05
H -0.142 3.216 -3.410 0.05
H -2.326 3.154 -1.813 0.05
Hg 0.080 -1.378 -2.248 1.25
C -0.580 -0.184 -3.845 -0.32
H -1.408 0.450 -3.498 -0.02
H -0.933 -0.834 -4.646 -0.14
H 0.243 0.443 -4.208 -0.02
Si -0.579 -1.526 -7.353 0.72
C 1.159 -1.329 -7.937 -0.34
C 1.810 -0.101 -7.736 -0.10
H 1.284 0.728 -7.258 0.11
C 3.130 0.075 -8.167 -0.09
H 3.628 1.030 -7.996 0.10
C 3.805 -0.966 -8.812 -0.09
H 4.839 -0.831 -9.138 0.10
C 3.150 -2.185 -9.036 -0.09
H 3.675 -2.995 -9.546 0.10
C 1.832 -2.367 -8.607 -0.11
H 1.311 -3.307 -8.803 0.09
C -1.568 -0.060 -7.909 -0.33
C -1.360 0.578 -9.148 -0.10
H -0.612 0.196 -9.846 0.10
C -2.109 1.710 -9.496 -0.09
H -1.928 2.211 -10.449 0.10
C -3.088 2.203 -8.627 -0.09
H -3.663 3.094 -8.891 0.10
C -3.334 1.543 -7.418 -0.08
H -4.106 1.912 -6.740 0.10
C -2.596 0.406 -7.071 -0.11
H -2.811 -0.122 -6.140 0.09
H -0.631 -1.888 -5.936 -0.04
H -1.203 -2.709 -8.010 -0.02
F -0.549 2.993 4.702 0.04
C -0.368 1.636 4.571 -0.17
C -0.420 1.082 3.311 0.11
C -0.180 -0.296 3.141 -0.04
C -0.260 -0.900 1.799 -0.30
O -0.677 -0.301 0.793 0.06
C 0.163 -2.298 1.734 -0.03
C 0.331 -3.017 2.884 0.04
N 0.213 -2.480 4.146 -0.01
C 0.361 -3.295 5.289 -0.29
C 0.317 -4.788 5.190 -0.09
C 1.619 -4.102 5.443 -0.09
C 0.091 -1.088 4.276 -0.11
C 0.233 -0.485 5.533 0.04
C -0.049 0.881 5.730 -0.15
N 0.000 1.414 7.020 -0.10
C 1.089 1.049 7.910 -0.13
C 0.547 0.659 9.277 -0.09
N -0.309 1.788 9.728 0.04
C -1.406 2.220 8.837 -0.09
C -0.792 2.543 7.475 -0.12
C 0.181 -2.980 0.368 -0.62
O -0.487 -3.999 0.214 0.04
O 0.921 -2.352 -0.519 -0.26
H -0.641 1.679 2.434 0.12
H 0.571 -4.077 2.844 0.13
H -0.072 -2.885 6.198 0.13
H -0.148 -5.301 6.033 0.11
H 0.161 -5.244 4.219 0.10
H 2.342 -4.046 4.623 0.12
H 2.022 -4.172 6.457 0.10
H 0.520 -1.095 6.387 0.09
H 1.786 1.905 8.024 0.14
H 1.642 0.212 7.476 0.13
H -0.094 -0.227 9.251 0.14
H 1.348 0.513 10.008 0.14
H -0.697 1.569 10.648 0.19
H 0.313 2.593 9.811 0.18
H -1.889 3.096 9.275 0.14
H -2.121 1.395 8.793 0.15
H -0.142 3.436 7.571 0.14
H -1.586 2.752 6.750 0.14
```

Record 2
The following is a DFT calculation (ωB97M-V/def2-TZVPD) of a molecular structure, C28H42Cl3N5SSbSi3Zr.

frontier orbital gap	6.273	eV
2S+1	1
E	-4299.67128	hartree
net charge	+3
HOMO	-15.667	eV

XYZ file:
```
84
Properties=species:S:1:pos:R:3:nbo_charge:R:1
Zr 0.850 1.229 -0.906 1.81
C -1.468 0.334 3.291 -0.93
Sb -1.375 0.720 1.210 1.21
C 0.878 0.980 1.185 -1.27
C 1.774 -0.004 1.894 0.14
C 2.633 -0.862 1.217 -0.22
C 3.495 -1.677 1.935 -0.15
C 3.470 -1.614 3.317 -0.24
C 2.578 -0.735 3.915 0.07
N 1.753 0.057 3.229 -0.47
Si 1.214 2.775 1.736 1.72
C 3.045 3.027 1.503 -1.12
C 0.403 3.724 0.294 -1.09
C 0.627 3.305 3.389 -1.15
C -1.830 -1.213 0.259 -1.30
C -1.116 -1.377 -1.015 0.42
C -1.579 -2.288 -1.994 -0.26
C -0.917 -2.504 -3.169 -0.08
C 0.279 -1.816 -3.435 -0.22
C 0.698 -0.930 -2.497 -0.02
N 0.028 -0.692 -1.321 -0.70
Si -1.569 -2.874 1.306 1.76
C -2.719 -2.916 2.756 -1.16
C 0.191 -3.002 1.855 -1.15
C -1.851 -4.380 0.253 -1.15
Si -3.782 -1.015 -0.013 1.75
C -4.694 -2.584 -0.398 -1.16
C -4.052 0.171 -1.423 -1.16
C -4.526 -0.265 1.521 -1.17
H -1.054 1.199 3.800 0.26
H -0.876 -0.543 3.527 0.25
H -2.517 0.211 3.545 0.25
H 2.613 -0.952 0.132 0.18
H 4.160 -2.363 1.426 0.23
H 4.121 -2.228 3.922 0.25
H 2.525 -0.657 4.994 0.22
H 3.327 3.049 0.446 0.22
H 3.634 2.252 1.997 0.26
H 3.349 3.989 1.923 0.28
H 0.815 3.447 -0.698 0.16
H 0.668 4.783 0.338 0.31
H -0.684 3.654 0.236 0.28
H 0.887 2.539 4.121 0.28
H -0.448 3.487 3.436 0.26
H 1.137 4.232 3.660 0.28
H -2.492 -2.823 -1.788 0.26
H -1.309 -3.208 -3.891 0.26
H 0.856 -1.993 -4.331 0.26
H 1.646 -0.402 -2.645 0.22
H -2.637 -2.064 3.426 0.24
H -2.450 -3.804 3.335 0.28
H -3.764 -3.034 2.471 0.25
H 0.480 -2.288 2.625 0.24
H 0.870 -2.893 1.008 0.23
H 0.343 -4.004 2.262 0.27
H -2.830 -4.465 -0.214 0.25
H -1.755 -5.225 0.941 0.28
H -1.083 -4.516 -0.510 0.24
H -4.505 -2.985 -1.394 0.24
H -5.754 -2.311 -0.374 0.28
H -4.563 -3.382 0.328 0.26
H -3.524 -0.109 -2.337 0.23
H -3.774 1.190 -1.148 0.24
H -5.117 0.189 -1.662 0.28
H -4.391 -0.856 2.425 0.26
H -5.602 -0.215 1.332 0.28
H -4.218 0.764 1.719 0.24
S -1.226 2.043 -2.394 -0.02
C -0.030 2.541 -3.484 0.29
N -0.310 2.996 -4.733 -0.49
C 0.637 3.439 -5.584 0.18
C 1.950 3.415 -5.194 -0.30
C 2.211 2.930 -3.916 0.19
N 1.258 2.517 -3.085 -0.58
H -1.288 3.026 -5.011 0.47
H 0.292 3.796 -6.545 0.28
H 2.736 3.765 -5.845 0.29
H 3.230 2.895 -3.543 0.23
Cl 6.417 2.177 -0.552 0.16
C 5.778 0.860 -1.506 -0.28
Cl 6.209 1.001 -3.207 0.14
Cl 6.172 -0.711 -0.850 0.16
C 4.292 0.988 -1.445 0.53
N 3.150 1.084 -1.385 -0.52
```

Record 3
The following is a DFT calculation (ωB97M-V/def2-TZVPD) of C3H8NO6P in the gas phase at a distorted geometry.

relative energy (zero: lowest compared OMol25 entry of this formula, charge and spin)	121.65	kcal/mol
frontier orbital gap	9.050	eV
2S+1	1
E	-966.55108	hartree
HOMO	-9.619	eV
SMILES	CCNOC(=O)OP(=O)(O)O

XYZ file:
```
19
Properties=species:S:1:pos:R:3:nbo_charge:R:1
C -1.613 -2.168 0.658 -0.65
C -0.413 -1.982 -0.489 -0.27
N -0.499 -0.547 -0.960 -0.35
O 0.579 -0.158 -1.662 -0.35
C 1.734 0.139 -0.800 0.93
O 2.962 -0.148 -1.307 -0.53
O 1.693 0.661 0.575 -0.73
P 0.709 2.090 0.716 2.35
O -0.799 1.705 1.127 -1.05
O 1.333 3.038 2.047 -0.93
O 0.684 3.115 -0.691 -0.94
H -2.609 -2.444 0.090 0.21
H -1.325 -2.995 1.469 0.23
H -1.774 -1.109 1.182 0.25
H 0.589 -2.274 0.040 0.22
H -0.641 -2.740 -1.366 0.19
H -1.380 -0.391 -1.536 0.37
H 0.528 3.563 2.369 0.53
H 0.242 2.643 -1.464 0.52
```

Record 4
The following is a DFT calculation (ωB97M-V/def2-TZVPD) of a gas-phase ion, C6H11N2 (charge +1) at a distorted geometry.

relative energy (zero: lowest compared OMol25 entry of this formula, charge and spin)	166.04	kcal/mol
frontier orbital gap (spin up / spin down)	7.742 / 7.743	eV
2S+1	1
E	-344.25055	hartree
net charge	+1
HOMO (spin up / spin down)	-14.791 / -14.792	eV
SMILES	CCN1C[C@H](C)C#[N+]1

XYZ file:
```
19
Properties=species:S:1:pos:R:3:nbo_charge:R:1
C 0.891 -1.407 -0.121 0.55
C 0.636 0.634 0.523 -0.25
C 1.837 -0.428 0.465 -0.27
C 2.911 0.098 -0.483 -0.59
C -2.989 -0.403 -0.185 -0.60
C -1.750 0.494 -0.126 -0.28
N -0.274 -1.637 -0.141 -0.25
N -0.694 -0.044 0.505 -0.04
H 0.544 1.190 1.476 0.26
H 0.625 1.339 -0.316 0.22
H 2.113 -0.939 1.316 0.27
H 3.347 0.982 -0.085 0.25
H 2.376 0.502 -1.291 0.22
H 3.487 -0.786 -0.590 0.24
H -3.278 -0.455 0.782 0.22
H -3.835 0.018 -0.753 0.26
H -2.486 -1.437 -0.486 0.25
H -1.436 0.847 -1.090 0.20
H -2.027 1.433 0.599 0.34
```

Record 5
The following is a DFT calculation (ωB97M-V/def2-TZVPD) of C2H2ClN3OS in the gas phase at a distorted geometry.

relative energy (zero: lowest compared OMol25 entry of this formula, charge and spin)	10.29	kcal/mol
frontier orbital gap	9.888	eV
2S+1	1
E	-1175.23796	hartree
HOMO	-9.361	eV
SMILES	[H]/N=c1\oc(Cl)nn1S

XYZ file:
```
10
Properties=species:S:1:pos:R:3:nbo_charge:R:1
C 1.189 -0.051 -0.060 0.41
C -0.743 1.086 -0.016 0.65
H -2.574 -0.843 1.270 0.11
H -1.000 2.945 0.022 0.37
N -0.912 -0.235 -0.199 -0.46
N 0.303 -0.999 0.032 -0.27
N -1.577 2.051 0.170 -0.71
O 0.676 1.221 -0.177 -0.47
S -2.350 -1.087 -0.043 0.26
Cl 2.847 -0.377 0.073 0.10
```

Record 6
The following is a DFT calculation (ωB97M-V/def2-TZVPD) of 2 unconnected molecules or ions with the total composition C5H11N2PS at a distorted geometry.

relative energy (zero: lowest compared OMol25 entry of this formula, charge and spin)	87.53	kcal/mol
frontier orbital gap (spin up / spin down)	7.550 / 7.725	eV
2S+1	1
E	-1045.99824	hartree
HOMO (spin up / spin down)	-7.857 / -8.082	eV

XYZ file:
```
20
Properties=species:S:1:pos:R:3:nbo_charge:R:1
C 2.218 0.048 0.947 -0.32
C 2.502 0.349 -0.462 -0.32
C -1.569 -0.952 1.688 -0.23
C -1.654 -1.707 0.380 -0.23
C -1.030 1.135 -1.898 -1.03
N 1.517 -0.642 -0.067 -0.50
N -1.635 -0.283 0.410 -0.78
P -0.614 0.897 -0.175 1.41
S -0.313 2.514 0.841 -0.47
H 2.898 -0.627 1.397 0.19
H 1.789 0.861 1.522 0.21
H 2.367 1.377 -0.839 0.20
H 3.330 -0.199 -0.710 0.19
H -2.507 -0.944 2.187 0.22
H -0.548 -0.876 2.096 0.23
H -0.765 -2.122 -0.015 0.22
H -2.541 -2.244 -0.152 0.21
H -1.244 0.146 -2.550 0.26
H -1.946 1.777 -2.107 0.27
H -0.256 1.492 -2.494 0.26
```

Record 7
The following is a DFT calculation (ωB97M-V/def2-TZVPD) of 2 unconnected molecules or ions with the total composition C3H8ClN4 at a distorted geometry.

relative energy (zero: lowest compared OMol25 entry of this formula, charge and spin)	0.00	kcal/mol
frontier orbital gap	8.701	eV
2S+1	1
E	-797.96470	hartree
net charge	+1
HOMO	-13.129	eV

XYZ file:
```
16
Properties=species:S:1:pos:R:3:nbo_charge:R:1
C 1.133 -1.247 -0.433 -0.44
C 0.051 -0.617 -1.003 0.20
C 1.958 -0.647 0.537 0.23
N -0.480 0.581 -0.771 -0.70
N -3.764 2.083 -0.426 -0.28
N 2.887 -1.195 1.256 -0.69
N -2.855 1.380 0.001 -0.17
Cl -3.281 0.544 1.466 0.11
H 1.385 -2.308 -0.449 0.25
H -0.722 -1.149 -1.436 0.23
H 1.573 0.319 0.915 0.20
H -1.226 0.929 -1.426 0.44
H -3.400 2.738 -1.106 0.35
H 3.460 -2.105 1.018 0.44
H 3.364 -0.665 1.961 0.43
H -0.082 1.359 -0.103 0.42
```

Record 8
The following is a DFT calculation (ωB97M-V/def2-TZVPD) of a molecular structure, C5H9NO at a distorted geometry.

relative energy (zero: lowest compared OMol25 entry of this formula, charge and spin)	147.02	kcal/mol
frontier orbital gap	9.251	eV
2S+1	1
E	-325.70327	hartree
HOMO	-8.013	eV

XYZ file:
```
16
Properties=species:S:1:pos:R:3:nbo_charge:R:1
C 2.932 -0.491 -0.029 -0.40
C 1.048 0.035 0.262 0.25
N 1.880 0.749 -0.398 -0.66
O -0.117 0.486 -0.077 -0.51
C -1.173 -0.139 0.527 0.07
C -2.218 -0.566 -0.431 -0.44
C -2.404 0.665 0.404 -0.44
H 2.834 -0.938 0.959 0.25
H 2.961 -1.125 -0.925 0.21
H 3.765 0.225 -0.080 0.19
H 1.709 1.440 -1.106 0.40
H -0.957 -0.704 1.424 0.21
H -2.053 -0.405 -1.491 0.22
H -2.773 -1.455 -0.155 0.21
H -2.353 1.606 -0.132 0.22
H -3.081 0.619 1.247 0.21
```